11
Properties=species:S:1:pos:R:3:mulliken_charge:R:1 method="wB97M-V/def2-TZVPD" e_above_lowest_kcal_mol=120.6 energy_ha=-322.38222 homo_ev=-9.288
N 2.0211 1.2829 0.0289 -0.6205
C 0.9424 0.6741 0.1863 0.7047
O -0.1786 1.2599 0.6916 -0.2499
C -1.3549 0.8574 0.1351 -0.5978
C -0.5764 -1.1419 -0.0060 -0.4371
O 0.7318 -0.6614 -0.0309 -0.3465
H 2.7485 0.6459 -0.2870 0.2763
H -1.2527 0.8525 -0.9654 0.2679
H -1.5014 -0.3634 0.4803 0.3589
H -0.6735 -1.9232 0.7560 0.3208
H -0.9062 -1.4826 -0.9890 0.3233

=====

57
Properties=species:S:1:pos:R:3:mulliken_charge:R:1 method="wB97M-V/def2-TZVPD" energy_ha=-4784.77303 charge=-1 homo_ev=-4.979
C 2.1874 0.7171 -0.8198 -0.6622
N 1.9409 1.6158 -1.9545 -0.2572
C 1.4873 0.8993 -3.1561 -0.9750
In -0.7075 0.4610 -3.2415 0.8742
Br -1.0821 -0.8138 -5.5159 -0.5270
C -1.9366 2.3503 -3.4122 0.2032
O -2.8646 2.3521 -4.1465 -0.5232
N -1.6548 3.6040 -2.7146 -0.2232
C -1.2791 3.4344 -1.3674 0.4574
O -0.8272 4.3079 -0.7614 -0.4597
F -1.4624 2.2694 -0.7300 -0.1549
S -1.5257 -1.1068 -1.4379 0.5864
O -0.9061 -2.4050 -1.6957 -0.6430
O -1.2224 -0.6975 -0.0697 -0.5874
C -3.3798 -1.3490 -1.7043 0.5945
F -4.1009 -0.4491 -1.0419 -0.2455
F -3.6208 -1.1252 -2.9873 -0.2213
F -3.7640 -2.5567 -1.3523 -0.1864
H 1.2462 0.5295 -0.2640 0.2156
H 2.9218 1.1698 -0.1346 0.1161
H 2.6210 -0.2351 -1.1609 0.3984
H 1.2734 2.3338 -1.6961 0.1781
H 2.0266 -0.0418 -3.3301 0.3720
H 1.6967 1.5308 -4.0402 0.3147
H -2.5349 4.1325 -2.6833 0.3056
C -1.6415 -6.9950 2.9819 -0.7295
O -1.5616 -6.9558 1.5698 -0.3705
C -2.8261 -6.7380 0.9540 -0.6940
C -2.9921 -5.2962 0.5112 -0.2522
O -3.0585 -4.4158 1.6239 -0.3972
C -1.8315 -3.7313 1.8497 -0.2830
H -0.6277 -6.9341 3.3781 0.2443
H -2.2215 -6.1585 3.3793 0.3151
H -2.0892 -7.9413 3.3077 0.3233
H -3.6401 -7.0333 1.6243 0.3493
H -2.8647 -7.3822 0.0698 0.3772
H -3.9404 -5.2029 -0.0283 0.3622
H -2.1885 -5.0021 -0.1705 0.2835
H -1.6928 -2.9558 1.0937 -0.0434
H -0.9774 -4.4129 1.8389 0.2998
H -1.8841 -3.2577 2.8306 0.2724
C 1.3938 3.8913 2.1282 -0.8634
O 2.1522 3.4726 1.0054 -0.1107
C 2.6556 4.5647 0.2462 -0.3407
C 4.1217 4.8135 0.5420 -0.7713
O 4.3180 5.2736 1.8760 -0.3816
C 4.7772 4.2518 2.7423 -0.7038
H 1.2396 3.0277 2.7753 0.2580
H 1.9094 4.6676 2.7005 0.3597
H 0.4175 4.2614 1.8003 0.2498
H 2.0635 5.4676 0.4221 0.3752
H 2.5543 4.2943 -0.8094 0.3471
H 4.4854 5.6025 -0.1242 0.3833
H 4.7129 3.9128 0.3508 0.3244
H 5.8313 4.0320 2.5396 0.3305
H 4.1864 3.3384 2.6422 0.2904
H 4.6866 4.6136 3.7667 0.2452

=====

30
Properties=species:S:1:pos:R:3:mulliken_charge:R:1 method="wB97M-V/def2-TZVPD" e_above_lowest_kcal_mol=87.6 energy_ha=-521.44473 charge=+1 homo_ev=-12.476
C -1.4947 -2.4915 -0.7002 -0.3601
C -2.2922 -1.4361 -0.2366 -0.4358
C -0.1623 -2.5093 -0.5847 -0.6600
C -1.9162 -0.2393 0.3215 -1.2383
C 0.5357 -1.5016 0.2171 -0.5168
C -0.5352 0.0463 0.7918 1.5483
C 0.2047 1.1582 -1.5116 -1.5659
C 1.5970 1.5560 0.5113 -1.9540
C -0.6934 2.5564 0.5167 -1.8011
C 0.0974 1.2474 0.0148 1.1310
N 1.8933 -1.2547 -0.4162 -0.0656
O -0.3560 0.0276 2.1473 -0.4884
H -1.9941 -3.4554 -1.1572 0.2813
H -3.2841 -1.5719 -0.2793 0.5876
H 0.4660 -3.3838 -0.6712 0.3591
H -2.7124 0.3647 0.6857 0.4461
H 0.8785 -1.7617 1.2315 0.4704
H -0.7497 1.2279 -2.0405 0.3555
H 0.7447 0.2695 -1.9199 0.3011
H 0.8103 2.0814 -1.7917 0.3925
H 1.7413 0.9982 1.4391 0.5369
H 2.3899 1.3094 -0.1650 0.3946
H 1.5983 2.5621 0.9699 0.3912
H -0.2830 3.4058 -0.1035 0.4116
H -0.4100 2.5075 1.5055 0.5812
H -1.6847 2.3305 0.2440 0.4668
H 2.4929 -0.5106 0.1626 0.3701
H 1.7300 -0.8471 -1.2874 0.1276
H 2.3709 -2.0991 -0.4256 0.4352
H -0.9829 -0.5869 2.5318 0.4977

=====

Number 1: E_LUMO 0.020 Ha. Number 2: E_LUMO 0.097 Ha. Number 3: E_LUMO -0.139 Ha.